Entry 1:
The molecule C4H6O2 at a distorted geometry, computed with ωB97M-V/def2-TZVPD.

```
12
Properties=species:S:1:pos:R:3:forces:R:3
C -1.112089 -0.387014 -0.500416 -0.6 -0.9 1.4
C 0.397386 -0.294568 -0.372254 0.1 0.7 0.2
C 0.559638 1.209820 -0.378371 0.6 0.3 -0.2
O 1.161368 1.825573 -1.215505 -0.2 0.1 0.2
C 0.711359 -0.719922 1.027615 -0.2 0.1 0.8
O -0.198250 -0.807041 1.836881 1.1 -0.1 0.2
H -1.386549 -0.494320 -1.585539 -0.2 -0.9 1.4
H -1.242567 -0.929318 0.681736 -1.2 0.1 -3.8
H -1.637697 0.505482 -0.160559 0.3 0.6 -0.3
H 1.034407 -0.741110 -1.146224 -0.3 0.1 0.3
H -0.027324 1.677772 0.444793 0.3 0.2 -0.2
H 1.740319 -0.845355 1.367841 0.2 -0.1 -0.1
```
Forces are in eV/Å.

- ΔE to the lowest compared entry with this formula, charge and spin: 280.0 kJ/mol
- LUMO energy: 0.1351 eV
- Orbital gap: 10.03 eV
- E: -8337.5590 eV
- Highest occupied orbital energy: -0.3637 hartree
- Spin multiplicity: 1
- SMILES: CC(C=O)C=O


Entry 2:
The molecule C5H2OS at a distorted geometry, computed with ωB97M-V/def2-TZVPD.

```
9
Properties=species:S:1:pos:R:3:forces:R:3
O 3.879640 0.990214 -0.030533 -2.2 0.2 1.2
C 2.711478 0.922198 0.232387 2.2 1.4 -1.4
C 1.441876 1.249512 0.373805 -1.6 -2.3 0.7
C 0.311231 0.451431 0.237543 1.7 0.1 -2.0
C 0.186627 -0.879049 -0.438399 2.0 -0.5 1.6
C 1.313603 -1.635546 -0.373249 -2.8 2.1 -0.6
S 2.796703 -1.500811 -0.173306 2.2 -1.6 0.2
H -0.699341 0.788442 0.286492 -0.4 1.0 0.6
H -0.770165 -1.226517 -0.694525 -1.0 -0.4 -0.2
```
Forces are in eV/Å.

- ΔE to the lowest compared entry with this formula, charge and spin: 172.9 kJ/mol
- LUMO energy (alpha / beta): -1.3254 / -1.3256 eV
- Orbital gap (alpha / beta): 7.41 / 7.41 eV
- E: -18095.2155 eV
- Highest occupied orbital energy (alpha / beta): -0.3211 / -0.3211 hartree
- Spin multiplicity: 1
- SMILES: O=C=C=CC=C=S


Entry 3:
The molecule H3NO2S at a distorted geometry, computed with ωB97M-V/def2-TZVPD.

```
7
Properties=species:S:1:pos:R:3:forces:R:3
N 0.363051 0.138129 0.322800 -4.2 4.5 0.6
S -1.238843 0.021388 -0.179485 1.7 -5.1 -2.2
O -1.748957 -1.357040 0.012064 1.2 2.7 -0.5
O -2.012369 1.091991 0.304816 0.0 1.4 0.3
H 0.438501 0.806277 1.084515 0.3 -0.3 -0.1
H 0.961461 -0.579593 0.287633 2.3 -3.5 -0.1
H -0.845291 0.101466 -1.601591 -1.3 0.2 2.0
```
Forces are in eV/Å.

- ΔE to the lowest compared entry with this formula, charge and spin: 113.1 kJ/mol
- LUMO energy: 0.5892 eV
- Orbital gap: 11.76 eV
- E: -16467.5090 eV
- Highest occupied orbital energy: -0.4104 hartree
- Spin multiplicity: 1
- SMILES: N[SH](=O)=O


Entry 4:
A cluster of 3 separate species, C5H16NO in total at a distorted geometry, computed with ωB97M-V/def2-TZVPD.

```
23
Properties=species:S:1:pos:R:3:forces:R:3
C 1.109028 -1.735167 -1.713003 0.0 1.2 0.0
C 0.579901 -2.075767 -0.277735 1.0 -1.2 -0.4
C 0.809274 -0.961569 0.603973 -2.5 -2.6 2.0
C -0.279222 -0.030358 0.855476 2.0 1.3 -1.4
C -1.344279 -0.505860 1.857260 -0.7 -0.1 -0.1
N -1.634686 2.890218 -0.342389 -0.3 -0.5 0.1
H 2.193383 -1.637775 -1.751127 -0.1 -0.3 0.0
H 0.708117 -0.750030 -1.963185 0.0 -0.1 -0.2
H -0.452427 -2.418642 -0.353828 -0.3 0.7 0.0
H 1.146343 -2.915149 0.140753 0.1 0.0 -0.4
H 1.606430 -1.198669 1.313132 0.6 1.2 -0.3
H 1.381810 0.989770 -0.326893 0.2 0.3 0.0
H 0.146071 0.902257 1.237170 -0.2 0.1 0.2
H -0.642645 0.181577 -0.161742 -0.9 0.1 0.4
H -1.851771 -1.427002 1.574679 0.1 0.1 -0.2
H -2.063186 0.314253 1.893381 0.0 -0.1 -0.2
H -0.957485 -0.604818 2.850874 0.5 -0.2 0.5
H 0.736797 -2.421766 -2.459452 0.0 -0.4 0.1
H -0.850604 3.130292 -0.928987 0.2 0.2 0.1
H -1.458453 3.148373 0.616182 0.3 0.2 0.1
H 2.192847 1.855546 -1.267460 -0.2 0.3 0.0
H -2.437427 3.430223 -0.627849 -0.1 0.0 -0.2
O 1.362185 1.840061 -0.769229 0.4 -0.1 -0.3
```
Forces are in eV/Å.

- ΔE to the lowest compared entry with this formula, charge and spin: 360.3 kJ/mol
- LUMO energy: -7.1584 eV
- Orbital gap: 5.79 eV
- E: -8972.7805 eV
- Highest occupied orbital energy: -0.4759 hartree
- Spin multiplicity: 1
- Charge: +1


Entry 5:
The molecule C10H11NOS at a distorted geometry, computed with ωB97M-V/def2-TZVPD.

```
24
Properties=species:S:1:pos:R:3:forces:R:3
C 1.193066 2.432899 -1.196992 2.0 2.1 -0.3
C 1.425891 1.459436 -2.182397 -2.0 -0.4 2.0
C 0.449456 2.167426 -0.053836 1.3 -1.1 -2.0
C 0.806813 0.203286 -2.035366 1.4 -0.8 1.8
C -0.000546 0.893874 0.163257 -0.2 -1.3 1.1
C 0.282785 -0.161585 -0.750801 -0.9 2.3 -1.7
C -0.120472 -2.456676 -1.506964 -0.1 0.2 0.1
C -0.755428 0.600455 1.449015 1.3 -2.7 -0.7
C -0.544710 -0.915207 1.870367 -3.9 3.0 -0.6
C -0.911448 -1.799496 0.707322 1.7 0.0 0.0
N -0.202394 -1.441024 -0.544379 0.3 -1.9 -0.2
O -0.542362 -4.722089 -2.488673 0.6 -2.0 -2.0
S -1.054329 -3.838585 -1.475548 0.3 2.5 1.7
H 1.783857 3.461224 -1.202161 -1.4 -2.3 -0.4
H 2.060881 1.647366 -2.984173 0.8 0.4 -1.4
H 0.464810 2.869128 0.712865 -0.5 1.2 1.2
H 1.049243 -0.674151 -2.656598 -0.2 1.1 -0.3
H 0.593943 -2.441373 -2.398311 -1.0 0.2 1.6
H -0.604249 1.259155 2.260307 0.7 0.9 0.7
H -1.776093 0.669784 1.232745 -1.8 0.2 -0.4
H 0.311938 -1.089719 2.380230 3.5 -0.6 0.5
H -1.220010 -1.084560 2.723318 -0.5 -0.2 -0.5
H -0.532864 -2.759487 1.050763 -0.5 -0.6 -0.7
H -1.950580 -1.809715 0.439735 -0.8 -0.1 0.5
```
Forces are in eV/Å.

- ΔE to the lowest compared entry with this formula, charge and spin: 264.3 kJ/mol
- LUMO energy (alpha / beta): 0.0835 / 0.0836 eV
- Orbital gap (alpha / beta): 7.67 / 7.67 eV
- E: -24918.8330 eV
- Highest occupied orbital energy (alpha / beta): -0.2786 / -0.2786 hartree
- Spin multiplicity: 1


Entry 6:
A cluster of 2 separate species, C6H7IN3 in total at a distorted geometry, computed with ωB97M-V/def2-TZVPD.

```
17
Properties=species:S:1:pos:R:3:forces:R:3
C 1.741625 -1.414697 -0.162074 -1.2 1.3 -0.8
C 2.255263 -0.115158 -0.282468 -0.4 -1.9 -0.6
C 0.328901 -1.267535 0.023101 -0.9 1.8 1.3
C 0.088637 0.287061 0.146837 -1.9 -3.2 0.3
C -2.631784 -1.108069 0.845872 1.4 -1.4 -1.3
C -0.630797 -2.239060 0.205193 3.9 -0.4 -1.1
N 1.270916 0.844554 -0.121536 1.4 2.0 0.4
N -1.875575 -1.876276 0.417784 -2.3 1.7 1.9
N -1.016045 0.829236 0.484749 0.2 -1.2 -0.5
I -0.204100 3.968877 -1.721330 0.3 -0.2 -0.3
H 1.942559 -2.430500 -0.485612 1.6 0.5 0.2
H 3.231043 0.186177 -0.648700 0.0 -0.1 0.5
H -3.428199 -0.551586 1.207931 -1.1 0.8 0.4
H -0.316712 -3.282549 0.240912 -0.6 0.2 -0.2
H -1.242248 4.502867 -0.651779 -0.3 0.2 0.3
H 1.377055 1.857399 0.138826 0.5 -1.5 -0.7
H -0.890541 1.809260 0.362294 -0.4 1.4 0.4
```
Forces are in eV/Å.

- ΔE to the lowest compared entry with this formula, charge and spin: 208.0 kJ/mol
- LUMO energy: -5.1141 eV
- Orbital gap: 7.31 eV
- E: -18896.4245 eV
- Highest occupied orbital energy: -0.4564 hartree
- Spin multiplicity: 1
- Charge: +1


Entry 7:
A structure of composition C14H25Cl3O2V at a distorted geometry, computed with ωB97M-V/def2-TZVPD.

```
45
Properties=species:S:1:pos:R:3:forces:R:3
C -0.301949 0.924654 -2.681113 0.5 -1.3 0.1
C -1.129307 -0.157433 -2.230399 0.8 -0.2 -0.8
C -0.322691 -1.337372 -2.156809 -0.1 1.2 -0.6
C -2.607578 -0.120169 -2.073960 -0.5 0.0 0.4
C 1.014689 -0.990409 -2.538354 -0.7 1.0 -0.1
C 1.037348 0.401536 -2.874479 -1.6 -0.8 0.1
C 2.235745 1.123737 -3.336791 0.6 0.5 -0.2
C -0.745309 2.323435 -2.873322 -0.2 0.4 -0.1
C -0.827936 -2.705267 -1.882574 -0.1 -0.3 0.2
C 2.172423 -1.902853 -2.624089 0.4 -0.4 0.0
V 0.542691 0.272617 -0.707380 -1.7 -1.1 0.4
Cl -3.722304 0.260339 1.912074 -0.5 -0.1 0.2
Cl -0.553842 1.214054 1.451231 0.5 -0.8 -0.6
Cl 1.394497 -1.419317 0.553151 0.8 -1.2 0.6
H -2.933495 0.844259 -1.668060 0.0 -0.2 0.0
H -2.950757 -0.896681 -1.373554 0.0 0.4 -0.1
H -3.134921 -0.275364 -3.030507 0.2 0.0 0.1
H -1.661343 -2.673235 -1.177163 0.1 -0.1 0.0
H -0.039206 -3.330293 -1.457869 -0.1 0.0 0.1
H -1.186476 -3.194459 -2.799340 0.0 0.0 0.0
H 2.044679 -2.762488 -1.964966 0.1 0.1 0.1
H 3.092419 -1.394309 -2.336021 0.0 -0.1 0.1
H 2.325704 -2.284085 -3.637932 0.0 -0.1 -0.2
H 3.152828 0.620920 -2.995012 -0.2 0.3 0.0
H 2.247164 2.160434 -2.978491 0.1 -0.2 0.1
H 2.289242 1.161866 -4.431200 0.0 0.0 -0.1
H -1.710988 2.486112 -2.375732 0.3 0.1 0.0
H -0.886217 2.544537 -3.937138 0.0 0.1 -0.1
H -0.005335 3.032122 -2.482788 -0.2 -0.1 0.0
O 1.520579 1.722035 -0.581718 2.1 3.2 0.4
H 1.463976 2.473023 0.032323 -0.1 -0.7 -0.1
C -1.117710 1.229605 4.449446 -0.2 -0.1 -0.1
C -0.144982 0.143729 4.005069 0.0 -0.2 -0.4
C 1.290833 0.453759 4.411167 0.2 0.0 -0.1
C -0.562151 -1.221607 4.560665 -0.2 0.0 0.1
O -0.154803 -0.111633 2.574742 -0.4 0.5 1.1
H -1.235613 1.221982 5.540709 0.1 -0.1 -0.1
H -2.101013 1.052558 3.989386 0.2 0.1 0.0
H -0.742348 2.215273 4.162042 -0.1 0.0 -0.1
H 1.429138 0.406182 5.495115 -0.1 0.0 0.1
H 1.959947 -0.273791 3.938613 -0.1 0.1 0.0
H 1.572184 1.451800 4.069493 0.0 0.0 0.0
H -1.567013 -1.448915 4.199892 0.0 0.0 0.0
H 0.123488 -1.988584 4.199524 0.0 0.0 -0.1
H -0.564297 -1.252292 5.662128 0.1 0.2 -0.2
```
Forces are in eV/Å.

- <S²>: 0.8386
- LUMO energy (alpha / beta): 5.1278 / 5.1078 eV
- Orbital gap (alpha / beta): 4.25 / 4.51 eV
- E: -82274.1861 eV
- Highest occupied orbital energy (alpha / beta): 0.0321 / 0.0221 hartree
- Spin multiplicity: 2
- Charge: -2


Entry 8:
A structure of composition C24H29O3RuSSi, computed with ωB97M-V/def2-TZVPD.

```
59
Properties=species:S:1:pos:R:3:forces:R:3
Ru 0.032138 -0.587282 1.370529 -0.2 -0.1 0.1
C -3.124417 -0.963862 2.163847 0.0 0.0 0.0
O -2.171000 -1.813790 1.515779 0.1 0.0 0.1
C -2.022761 -3.094552 2.119903 0.0 0.0 0.0
C -0.821061 -3.140846 3.035976 0.0 -0.1 0.0
O 0.313232 -2.896712 2.208018 0.0 0.0 -0.1
C 1.561214 -2.894850 2.892335 0.1 0.0 0.0
C 2.596346 -2.520756 1.852812 0.0 0.0 0.0
O 2.364470 -1.205926 1.358644 0.1 -0.1 0.0
C 3.199860 -0.189358 1.918293 0.0 0.0 0.1
H -4.045585 -1.521398 2.349065 0.0 0.0 0.0
H -3.327159 -0.145518 1.475025 0.0 0.0 0.1
H -2.716788 -0.567251 3.097442 -0.1 0.0 0.0
H -1.881490 -3.809224 1.306144 0.0 0.0 0.0
H -2.930564 -3.364098 2.666097 0.0 0.0 0.0
H -0.737729 -4.134374 3.493610 0.0 0.0 0.0
H -0.869790 -2.376166 3.818881 0.0 0.0 0.0
H 1.767092 -3.891773 3.299441 0.0 0.0 0.0
H 1.520951 -2.163360 3.707955 0.1 0.0 0.0
H 2.503021 -3.190633 0.995211 0.0 0.0 0.0
H 3.609481 -2.605160 2.254378 0.0 0.0 0.0
H 4.248708 -0.454249 1.764443 0.0 0.0 0.0
H 2.981853 -0.051253 2.981543 0.0 0.0 -0.1
H 2.969187 0.731989 1.386199 0.0 0.0 0.0
S -0.051861 0.421085 3.311963 0.0 0.0 -0.2
C 1.243577 -1.537585 -4.663174 0.0 0.0 0.0
C 1.033387 -2.231769 -3.482837 0.0 0.0 0.0
C 0.694184 -1.541978 -2.325951 0.1 0.0 0.1
C 0.551616 -0.153696 -2.313474 0.0 -0.1 0.0
C 0.759052 0.521145 -3.520330 -0.1 0.0 0.0
C 1.104035 -0.156117 -4.679636 0.0 0.0 0.0
Si -0.017020 0.742741 -0.745868 0.0 0.1 0.0
C 1.030208 2.300056 -0.539998 0.2 0.0 0.0
C 0.745535 3.207820 0.486655 -0.1 0.0 0.1
C 1.555903 4.305199 0.730006 0.0 0.0 0.0
C 2.694428 4.513495 -0.036970 0.0 0.0 0.0
C 3.016943 3.610804 -1.038239 0.0 0.0 0.0
C 2.193624 2.518618 -1.282349 0.0 0.0 0.0
C -1.822979 1.219712 -1.059088 0.0 0.0 -0.1
C -2.738579 0.187085 -1.290982 0.0 0.0 0.0
C -4.083199 0.444626 -1.507369 0.0 0.0 0.0
C -4.548898 1.752986 -1.486978 0.0 0.0 0.0
C -3.659239 2.792344 -1.262262 0.0 0.0 0.0
C -2.311542 2.526376 -1.055511 0.0 0.0 0.0
H 1.512996 -2.067633 -5.567932 0.0 0.0 0.0
H 1.134540 -3.309562 -3.462196 0.0 0.0 0.0
H 0.539370 -2.098289 -1.405334 0.0 0.0 0.0
H 0.636918 1.598237 -3.561472 0.0 0.0 0.0
H 1.258477 0.394862 -5.599098 0.0 0.0 0.0
H -0.107009 3.036264 1.136479 0.0 0.0 0.0
H 1.307227 4.991173 1.529646 0.0 0.0 0.0
H 3.331226 5.367735 0.153052 0.0 0.0 0.0
H 3.909408 3.754873 -1.633662 0.0 0.0 0.0
H 2.473917 1.823980 -2.064862 0.0 0.0 0.0
H -2.392623 -0.842145 -1.301029 0.0 0.0 0.0
H -4.768752 -0.373176 -1.691606 0.0 0.0 0.0
H -5.598688 1.960164 -1.650982 0.0 0.0 0.0
H -4.013337 3.815677 -1.252810 0.0 0.0 0.0
H -1.632055 3.355295 -0.897374 0.0 0.0 0.0
```
Forces are in eV/Å.

- ΔE to the lowest compared entry with this formula, charge and spin: 0.0 kJ/mol
- <S²>: 8.7705
- LUMO energy (alpha / beta): 0.5858 / -0.4270 eV
- Orbital gap (alpha / beta): 7.03 / 7.16 eV
- E: -52792.8211 eV
- Highest occupied orbital energy (alpha / beta): -0.2369 / -0.2786 hartree
- Spin multiplicity: 6


Q: Look up the E of the third one.
A: -16467.5090 eV


Q: Among the records above, which one has the highest E?
A: C4H6O2